# 1
Entry from OMol25: a molecular structure, C48H42BN10O3SSr (the ωB97M-V functional and the def2-TZVPD basis).

Kohn-Sham gap (hartree): 0.2328
DFT total energy (hartree): -3081.66800
Net charge: -1
Highest occupied orbital energy (eV): -4.21
M (g/mol): 937.4

Positions of all 106 atoms, in Å:
Sr (-0.297, -0.127, -0.359)
C (-2.233, 4.880, -2.816)
C (-1.157, 3.919, -2.434)
C (0.197, 4.008, -2.672)
C (0.742, 2.836, -2.122)
N (-0.221, 2.104, -1.586)
N (-1.397, 2.759, -1.779)
B (-2.749, 2.277, -1.160)
N (-2.712, 2.317, 0.390)
N (-1.977, 1.437, 1.127)
C (-2.156, 1.764, 2.399)
C (-3.003, 2.871, 2.510)
C (-3.333, 3.192, 1.208)
C (-4.214, 4.294, 0.720)
C (-1.485, 0.978, 3.455)
C (-0.584, 1.589, 4.322)
C (0.095, 0.834, 5.267)
C (-0.128, -0.532, 5.358)
C (-1.039, -1.144, 4.509)
C (-1.713, -0.392, 3.559)
N (-3.250, 0.892, -1.685)
N (-2.540, -0.279, -1.640)
C (-3.309, -1.221, -2.174)
C (-4.546, -0.677, -2.550)
C (-4.466, 0.657, -2.222)
C (-5.508, 1.711, -2.404)
C (-2.845, -2.617, -2.369)
C (-3.653, -3.472, -3.123)
C (-3.283, -4.783, -3.373)
C (-2.082, -5.268, -2.878)
C (-1.268, -4.431, -2.133)
C (-1.642, -3.120, -1.873)
C (2.156, 2.396, -2.105)
C (3.018, 2.927, -3.063)
C (4.356, 2.563, -3.102)
C (4.855, 1.653, -2.185)
C (4.010, 1.109, -1.229)
C (2.678, 1.480, -1.189)
H (-1.797, 5.721, -3.354)
H (-2.760, 5.268, -1.945)
H (-2.978, 4.418, -3.466)
H (0.710, 4.816, -3.166)
H (-3.563, 3.076, -1.504)
H (-3.343, 3.356, 3.409)
H (-4.630, 4.826, 1.576)
H (-5.042, 3.922, 0.116)
H (-3.665, 5.015, 0.113)
H (-0.383, 2.648, 4.220)
H (0.819, 1.310, 5.917)
H (0.419, -1.126, 6.079)
H (-1.206, -2.213, 4.565)
H (-2.401, -0.870, 2.874)
H (-5.391, -1.172, -2.995)
H (-6.394, 1.265, -2.853)
H (-5.159, 2.514, -3.053)
H (-5.800, 2.163, -1.456)
H (-4.584, -3.101, -3.530)
H (-3.933, -5.419, -3.961)
H (-1.782, -6.290, -3.072)
H (-0.325, -4.787, -1.740)
H (-0.946, -2.560, -1.265)
H (2.629, 3.617, -3.801)
H (5.002, 2.975, -3.867)
H (5.891, 1.344, -2.231)
H (4.371, 0.367, -0.531)
H (2.077, 1.040, -0.401)
O (0.923, -5.086, 3.628)
C (-0.274, -5.033, 3.026)
C (-1.141, -6.114, 3.214)
C (-2.389, -6.129, 2.628)
C (-2.813, -5.068, 1.834)
C (-1.956, -4.001, 1.639)
C (-0.688, -3.953, 2.215)
C (0.159, -2.741, 1.956)
O (-0.268, -1.888, 1.124)
N (1.285, -2.694, 2.634)
N (2.179, -1.651, 2.479)
C (1.779, -0.446, 2.386)
C (2.785, 0.647, 2.356)
C (4.147, 0.400, 2.532)
C (5.016, 1.470, 2.442)
C (4.504, 2.735, 2.180)
C (3.137, 2.875, 2.020)
N (2.281, 1.857, 2.108)
H (1.403, -4.242, 3.356)
H (-0.796, -6.934, 3.831)
H (-3.043, -6.978, 2.790)
H (-3.789, -5.079, 1.367)
H (-2.255, -3.166, 1.019)
H (0.746, -0.100, 2.380)
H (4.472, -0.613, 2.716)
H (6.082, 1.320, 2.565)
H (5.151, 3.597, 2.086)
H (2.709, 3.849, 1.808)
O (0.866, -0.936, -2.162)
N (1.091, -0.922, -3.466)
C (0.084, -0.427, -4.233)
C (0.210, -0.297, -5.584)
C (1.432, -0.685, -6.165)
C (2.422, -1.188, -5.378)
C (2.291, -1.354, -3.964)
S (3.491, -2.025, -2.993)
H (-0.791, -0.158, -3.660)
H (-0.615, 0.096, -6.160)
H (1.591, -0.592, -7.233)
H (3.372, -1.499, -5.789)


# 2
Entry from OMol25: a molecular structure, C48H42Cl2N6O2P2S3Ta (the ωB97M-V functional and the def2-TZVPD basis).

Kohn-Sham gap (hartree): 0.2440
DFT total energy (hartree): -5188.09528
Net charge: +1
Highest occupied orbital energy (eV): -10.27
M (g/mol): 1144.9

Positions of all 106 atoms, in Å:
Ta (-0.243, -1.357, -0.949)
Cl (-1.189, -6.912, 3.009)
C (-0.594, -5.866, 1.758)
C (-1.421, -4.856, 1.296)
C (-0.971, -3.969, 0.322)
N (-1.634, -2.831, -0.218)
C (-2.910, -2.508, 0.120)
O (-3.610, -2.987, 0.993)
C (-3.414, -1.452, -0.795)
C (-4.747, -1.148, -0.841)
C (-5.184, -0.231, -1.788)
C (-4.260, 0.320, -2.650)
C (-2.928, -0.027, -2.524)
N (-2.490, -0.889, -1.597)
C (0.298, -4.173, -0.229)
C (1.124, -5.181, 0.240)
C (0.687, -6.016, 1.253)
Cl (1.768, -7.229, 1.842)
N (0.605, -3.255, -1.263)
C (1.459, -3.570, -2.292)
O (2.161, -4.546, -2.401)
C (1.323, -2.558, -3.383)
C (2.071, -2.648, -4.524)
C (1.852, -1.717, -5.534)
C (0.875, -0.757, -5.356)
C (0.162, -0.728, -4.171)
N (0.385, -1.605, -3.183)
H (-2.419, -4.767, 1.690)
H (-5.414, -1.645, -0.151)
H (-6.232, 0.033, -1.856)
H (-4.545, 1.029, -3.417)
H (-2.188, 0.419, -3.167)
H (2.098, -5.335, -0.197)
H (2.799, -3.445, -4.603)
H (2.433, -1.752, -6.449)
H (0.657, -0.017, -6.116)
H (-0.589, 0.024, -3.991)
S (2.245, -0.994, -0.687)
P (1.661, 0.957, -0.549)
C (-0.022, 0.773, -0.969)
P (-0.783, 2.294, -1.646)
S (-0.841, 2.455, -3.618)
C (-2.415, 2.526, -0.876)
C (-2.872, 1.737, 0.172)
C (-4.127, 1.969, 0.734)
C (-4.925, 2.997, 0.253)
C (-4.465, 3.804, -0.788)
C (-3.218, 3.570, -1.349)
C (0.053, 3.802, -1.034)
C (-0.137, 4.227, 0.283)
C (0.467, 5.384, 0.752)
C (1.245, 6.151, -0.106)
C (1.402, 5.762, -1.432)
C (0.810, 4.592, -1.895)
C (2.684, 1.962, -1.624)
C (3.420, 3.057, -1.175)
C (4.186, 3.787, -2.077)
C (4.205, 3.436, -3.419)
C (3.461, 2.351, -3.872)
C (2.707, 1.614, -2.975)
C (2.062, 1.470, 1.138)
C (3.390, 1.345, 1.562)
C (3.745, 1.684, 2.859)
C (2.773, 2.136, 3.749)
C (1.450, 2.229, 3.344)
C (1.099, 1.890, 2.042)
H (-2.247, 0.942, 0.563)
H (-4.477, 1.348, 1.552)
H (-5.902, 3.178, 0.688)
H (-5.079, 4.619, -1.156)
H (-2.867, 4.190, -2.167)
H (-0.803, 3.684, 0.935)
H (0.310, 5.699, 1.777)
H (1.708, 7.062, 0.254)
H (1.987, 6.372, -2.110)
H (0.935, 4.283, -2.925)
H (3.389, 3.355, -0.135)
H (4.757, 4.640, -1.729)
H (4.800, 4.010, -4.118)
H (3.473, 2.081, -4.922)
H (2.132, 0.765, -3.323)
H (4.152, 0.989, 0.878)
H (4.776, 1.592, 3.179)
H (3.050, 2.402, 4.762)
H (0.688, 2.557, 4.042)
H (0.061, 1.914, 1.746)
C (2.732, -1.649, 3.622)
C (2.009, -2.631, 2.720)
N (0.616, -2.877, 3.150)
C (-0.448, -2.192, 2.756)
S (-0.286, -0.847, 1.638)
N (-1.628, -2.404, 3.315)
C (-1.964, -3.417, 4.321)
C (-2.007, -2.841, 5.726)
H (3.767, -1.528, 3.289)
H (2.749, -1.996, 4.659)
H (2.246, -0.671, 3.585)
H (2.501, -3.602, 2.706)
H (1.976, -2.262, 1.700)
H (0.492, -3.540, 3.898)
H (-2.385, -1.876, 2.910)
H (-1.260, -4.241, 4.254)
H (-2.929, -3.829, 4.029)
H (-1.036, -2.430, 6.015)
H (-2.274, -3.620, 6.443)
H (-2.749, -2.045, 5.797)


# 3
Entry from OMol25: 9 unconnected molecules or ions with the total composition C48H42N2O30 in a non-equilibrium geometry (the ωB97M-V functional and the def2-TZVPD basis).

Kohn-Sham gap (hartree): 0.2380
DFT total energy (hartree): -4220.76262
Net charge: 0
Highest occupied orbital energy (eV): -8.99
M (g/mol): 1126.8

Positions of all 122 atoms, in Å:
O (-1.603, 0.628, 3.136)
C (-1.493, 0.274, 4.307)
C (-0.211, -0.224, 4.898)
C (0.040, -0.294, 6.204)
O (1.329, -0.468, 6.669)
C (-0.927, 0.147, 7.287)
O (-0.742, -0.034, 8.492)
C (-2.219, 0.461, 6.738)
C (-2.514, 0.481, 5.388)
O (-3.762, 0.847, 4.975)
H (0.617, -0.433, 4.238)
H (1.309, -0.036, 7.526)
H (-2.972, 0.617, 7.496)
H (-3.605, 1.206, 4.098)
O (-3.479, 2.840, -5.852)
C (-2.381, 2.348, -5.940)
C (-1.960, 1.359, -5.054)
C (-0.627, 1.011, -4.833)
O (-0.265, 0.088, -3.876)
C (0.458, 1.628, -5.636)
O (1.614, 1.559, -5.310)
C (-0.046, 2.376, -6.781)
C (-1.323, 2.712, -6.906)
O (-1.851, 3.323, -8.120)
H (-2.705, 0.856, -4.454)
H (0.637, 0.277, -3.606)
H (0.673, 2.738, -7.501)
H (-2.776, 3.112, -8.268)
O (4.750, -1.033, -2.838)
C (5.757, -0.281, -2.640)
C (7.172, -0.765, -2.654)
C (8.205, -0.010, -2.267)
O (9.488, -0.468, -2.242)
C (8.135, 1.408, -1.964)
O (9.109, 2.134, -1.695)
C (6.759, 1.932, -1.972)
C (5.658, 1.114, -2.283)
O (4.419, 1.673, -2.281)
H (7.290, -1.821, -2.845)
H (10.067, 0.097, -1.725)
H (6.562, 2.935, -1.625)
H (3.686, 1.119, -2.558)
O (-1.493, -2.847, 1.766)
C (-1.236, -3.791, 2.446)
C (0.071, -3.992, 3.003)
C (0.463, -5.112, 3.706)
O (1.703, -5.315, 4.183)
C (-0.468, -6.265, 3.897)
O (-0.154, -7.230, 4.566)
C (-1.868, -6.129, 3.327)
C (-2.206, -4.974, 2.722)
O (-3.432, -4.766, 2.153)
H (0.845, -3.258, 2.838)
H (1.617, -6.154, 4.641)
H (-2.617, -6.810, 3.705)
H (-3.394, -4.030, 1.538)
O (-0.757, 4.142, 6.577)
C (-0.491, 3.947, 5.402)
C (0.772, 3.621, 4.910)
C (1.189, 3.675, 3.631)
O (2.444, 3.370, 3.248)
C (0.180, 4.015, 2.510)
O (0.356, 4.197, 1.291)
C (-1.175, 4.149, 3.021)
C (-1.501, 4.033, 4.274)
O (-2.782, 4.399, 4.603)
H (1.489, 3.421, 5.692)
H (2.653, 3.913, 2.485)
H (-1.871, 4.334, 2.216)
H (-2.994, 4.239, 5.526)
O (2.880, -2.473, -0.917)
C (1.948, -3.077, -1.564)
C (1.019, -3.935, -0.829)
C (-0.010, -4.630, -1.430)
O (-0.925, -5.355, -0.713)
C (-0.295, -4.548, -2.908)
O (-1.173, -5.207, -3.404)
C (0.520, -3.574, -3.634)
C (1.537, -2.897, -3.014)
O (2.141, -1.910, -3.732)
H (0.980, -3.928, 0.251)
H (-1.418, -5.880, -1.348)
H (0.272, -3.277, -4.642)
H (2.791, -1.530, -3.137)
O (-4.539, -4.254, -1.098)
C (-4.365, -3.050, -1.038)
C (-4.413, -2.319, 0.296)
C (-4.312, -1.009, 0.407)
O (-4.596, -0.369, 1.623)
C (-3.685, -0.151, -0.749)
O (-3.373, 1.049, -0.634)
C (-3.543, -0.927, -2.035)
C (-3.849, -2.218, -2.151)
O (-3.719, -2.722, -3.364)
H (-4.817, -2.796, 1.178)
H (-3.994, 0.366, 1.760)
H (-3.298, -0.514, -3.003)
H (-3.994, -3.638, -3.282)
C (0.014, -0.732, -0.270)
N (0.993, 0.268, -0.120)
C (1.099, 0.862, 1.164)
C (1.819, 0.693, -1.068)
O (1.804, 0.365, -2.277)
H (-1.017, -0.384, -0.207)
H (0.306, -1.500, 0.446)
H (-0.126, -1.211, -1.239)
H (2.136, 1.027, 1.458)
H (0.495, 1.770, 1.142)
H (0.817, 0.092, 1.882)
H (2.519, 1.455, -0.693)
C (-0.151, 3.615, -2.179)
N (-1.395, 4.269, -1.844)
C (-2.523, 3.708, -2.697)
C (-1.477, 5.329, -0.997)
O (-2.422, 6.071, -0.784)
H (-0.116, 2.541, -1.993)
H (0.553, 4.131, -1.527)
H (0.002, 3.843, -3.234)
H (-2.238, 4.115, -3.667)
H (-2.469, 2.637, -2.891)
H (-3.466, 4.207, -2.474)
H (-0.541, 5.384, -0.419)


# 4
Entry from OMol25: a molecular structure, C48H42N2O4P3S3Ti in a non-equilibrium geometry (the ωB97M-V functional and the def2-TZVPD basis).

Multiplicity: 2
Kohn-Sham gap (alpha / beta) (hartree): 0.1049 / 0.1469
DFT total energy (hartree): -5332.57815
Net charge: -2
Highest occupied orbital energy (alpha / beta) (eV): 1.27 / 0.10
M (g/mol): 947.9

Positions of all 103 atoms, in Å:
Ti (-4.050, -4.905, 20.900)
S (-3.279, -3.995, 23.241)
P (-5.036, -5.070, 23.402)
C (-5.707, -5.556, 21.920)
P (-7.129, -6.242, 21.281)
S (-6.249, -7.353, 19.725)
C (-8.323, -5.380, 20.356)
C (-8.842, -6.073, 19.285)
C (-10.136, -6.143, 18.778)
C (-10.913, -5.114, 19.316)
C (-10.475, -4.215, 20.221)
C (-9.400, -4.657, 20.995)
C (-7.765, -7.269, 22.551)
C (-7.397, -8.616, 22.444)
C (-8.208, -9.588, 22.961)
C (-9.201, -9.208, 23.872)
C (-9.396, -7.858, 24.171)
C (-8.610, -6.878, 23.569)
C (-5.937, -3.877, 24.468)
C (-5.707, -3.714, 25.836)
C (-6.229, -2.592, 26.505)
C (-7.138, -1.729, 25.875)
C (-7.498, -2.031, 24.554)
C (-6.932, -3.134, 23.877)
C (-5.156, -6.551, 24.446)
C (-4.555, -7.735, 24.035)
C (-4.300, -8.736, 24.977)
C (-4.733, -8.568, 26.298)
C (-5.560, -7.474, 26.589)
C (-5.879, -6.533, 25.644)
H (-8.001, -6.679, 18.885)
H (-10.342, -6.878, 17.985)
H (-11.931, -5.140, 18.914)
H (-11.043, -3.271, 20.335)
H (-9.249, -4.251, 21.930)
H (-6.514, -8.886, 21.839)
H (-8.055, -10.647, 22.687)
H (-9.831, -9.948, 24.383)
H (-10.240, -7.551, 24.788)
H (-8.736, -5.824, 23.821)
H (-5.084, -4.384, 26.429)
H (-5.889, -2.372, 27.510)
H (-7.563, -0.894, 26.434)
H (-8.148, -1.383, 23.962)
H (-7.191, -3.321, 22.811)
H (-4.214, -7.863, 22.980)
H (-3.786, -9.630, 24.691)
H (-4.476, -9.279, 27.084)
H (-6.004, -7.326, 27.560)
H (-6.758, -5.880, 25.799)
O (-0.741, -5.493, 20.236)
S (-1.539, -6.338, 19.378)
O (-1.157, -7.679, 19.088)
O (-3.056, -6.197, 20.058)
C (-1.588, -5.543, 17.712)
C (-0.357, -5.752, 17.068)
C (-0.237, -5.983, 15.694)
C (-1.374, -5.737, 14.978)
C (-2.389, -4.962, 15.592)
C (-2.642, -4.907, 16.967)
P (-4.159, -3.979, 17.578)
C (-4.045, -2.390, 16.409)
C (-5.050, -1.991, 15.487)
C (-5.132, -0.672, 15.046)
C (-4.013, 0.187, 15.179)
C (-2.866, -0.289, 15.689)
C (-2.899, -1.568, 16.363)
C (-5.466, -4.837, 16.906)
C (-5.233, -6.105, 16.388)
C (-6.157, -6.603, 15.482)
C (-7.230, -5.761, 15.108)
C (-7.504, -4.580, 15.807)
C (-6.691, -4.203, 16.857)
H (0.502, -5.810, 17.706)
H (0.718, -6.278, 15.292)
H (-1.408, -5.936, 13.899)
H (-3.040, -4.406, 14.914)
H (-5.661, -2.743, 14.979)
H (-6.091, -0.344, 14.651)
H (-4.089, 1.110, 14.662)
H (-1.940, 0.217, 15.451)
H (-1.836, -2.037, 16.719)
H (-4.358, -6.647, 16.699)
H (-6.073, -7.623, 15.151)
H (-7.869, -6.088, 14.301)
H (-8.381, -3.992, 15.544)
H (-6.998, -3.486, 17.634)
C (-8.572, -0.793, 20.047)
C (-7.328, -0.164, 20.489)
C (-7.157, 0.109, 21.774)
C (-5.787, 0.285, 22.017)
N (-5.124, 0.313, 20.884)
N (-6.169, 0.195, 19.835)
C (-5.362, 0.606, 23.387)
H (-9.176, -0.311, 19.280)
H (-9.114, -1.008, 20.969)
H (-8.201, -1.771, 19.740)
H (-7.907, 0.304, 22.585)
H (-6.041, -0.162, 18.938)
H (-5.403, -0.299, 24.026)
H (-6.102, 1.352, 23.743)
H (-4.366, 1.065, 23.316)
O (-4.470, -4.189, 19.283)


Which of these has the lowest DFT total energy? C48H42N2O4P3S3Ti